Record 1
Here is C3H3IO as an isolated structure at a distorted geometry from the Open Molecules 2025 dataset. Energies are from wB97M-V/def2-TZVPD.

Last column: Löwdin charge in e.
Geometry (Å):
C1 -1.17148 -0.21786 -0.59615  -0.014
C2 0.57406 0.08829 0.17904  -0.560
C3 1.59524 0.93787 0.26315  -0.379
O1 2.55163 1.42059 0.62060  0.177
I1 0.54988 -1.49478 1.67548  0.773
H1 -1.67654 0.72236 -0.55277  0.035
H2 -0.88700 -0.48153 -1.58056  0.026
H3 -1.53579 -0.97494 -0.00879  -0.058

HOMO	-0.313	hartree
frontier orbital gap	7.74	eV



Record 2
Here is an isolated molecule of C4H9NO from the Open Molecules 2025 dataset. Energies are from wB97M-V/def2-TZVPD.

Last column: Löwdin charge in e.
Geometry (Å):
C1 -2.04240 0.85489 -0.19003  -0.100
C2 -0.96706 0.27134 -1.10340  -0.288
N1 0.27665 0.26199 -0.35839  0.002
C3 0.79534 -0.83466 -0.00716  -0.138
C4 1.97887 -0.79910 0.92443  -0.265
O1 2.33566 0.50954 1.25477  -0.069
H1 -2.26716 0.15751 0.62413  0.072
H2 -1.67243 1.78307 0.25654  0.073
H3 -2.96691 1.06865 -0.73385  0.069
H4 -1.25261 -0.73603 -1.44963  0.105
H5 -0.83833 0.90569 -1.98765  0.110
H6 0.40123 -1.81605 -0.31096  0.126
H7 2.82873 -1.33072 0.46988  0.118
H8 1.69677 -1.36893 1.82597  0.119
H9 1.69364 1.07279 0.78534  0.067

SMILES	CC/N=C/CO
HOMO	-0.373	hartree
frontier orbital gap	11.22	eV



Record 3
Here is an isolated ion of composition C7H14BrN2Si and charge +1 at a distorted geometry from the Open Molecules 2025 dataset. Energies are from wB97M-V/def2-TZVPD.

Last column: Löwdin charge in e.
Geometry (Å):
C1 -1.13284 -0.57998 -0.37206  0.016
C2 0.03928 -0.22907 -0.98351  -0.370
C3 -1.72852 -0.08743 0.88386  -0.453
C4 0.13703 -0.71844 -2.39100  -0.023
C5 -2.87637 -0.83016 1.51724  -0.063
C6 2.44321 -0.89303 0.34255  -0.081
C7 1.84837 0.44457 0.59458  -0.289
N1 0.86624 0.78511 -0.48719  -0.222
N2 -0.94116 0.76318 1.45939  -0.417
Si1 0.77798 2.44583 -0.98974  1.073
Br1 -1.41683 1.41471 3.14558  0.683
H1 -1.79536 -1.30379 -0.79110  0.111
H2 -0.27600 -1.69869 -2.38496  0.083
H3 1.17392 -0.74162 -2.74415  0.100
H4 -0.55972 -0.17540 -2.96140  0.077
H5 -3.61556 -0.22184 2.04685  0.063
H6 -2.34847 -1.53721 2.22436  0.122
H7 -3.45269 -1.20140 0.59976  0.107
H8 2.96910 -1.08400 1.35810  0.124
H9 1.65443 -1.68906 0.21891  0.100
H10 3.18734 -0.90033 -0.46617  0.089
H11 1.38470 0.59927 1.63465  0.128
H12 2.62044 1.17960 0.64450  0.091
H13 -0.35000 2.76389 -1.89828  -0.022
H14 1.39149 3.49528 -0.20080  -0.031

SMILES	CC[N+](=[SiH2])/C(C)=C\C(C)=N\Br
HOMO	-0.458	hartree
frontier orbital gap	6.75	eV
total charge	+1



Record 4
Here is C2H6OP2 as an isolated structure at a distorted geometry from the Open Molecules 2025 dataset. Energies are from wB97M-V/def2-TZVPD.

Last column: Löwdin charge in e.
Geometry (Å):
C1 2.02678 1.57222 -0.47560  -0.438
C2 -1.99853 -0.60884 0.24489  -0.312
O1 -0.78179 0.05758 0.50476  -0.444
P1 2.28953 0.26741 0.53135  0.534
P2 0.96865 -1.15564 -0.36422  0.626
H1 2.32354 2.49821 -0.30964  -0.087
H2 1.48352 1.62681 -1.50322  0.048
H3 -2.89850 0.02333 0.37213  0.065
H4 -2.27663 -1.29353 1.02673  0.047
H5 -2.11642 -0.99679 -0.85753  0.094
H6 0.97986 -1.99077 0.83033  -0.134

HOMO	-0.341	hartree
frontier orbital gap	7.92	eV



Record 5
Here is C39H56BrEuN2OP2Se as an isolated structure at a distorted geometry from the Open Molecules 2025 dataset. Energies are from wB97M-V/def2-TZVPD.

Last column: Mulliken spin population.
Geometry (Å):
Eu1 11.72895 9.96684 10.87567  6.995
C1 7.69339 9.31367 13.37724  0.002
C2 8.68352 8.14618 13.69006  -0.002
C3 8.09595 6.85017 13.13919  0.001
P1 10.37895 8.37078 13.03011  0.022
C4 11.19817 6.72602 13.29780  -0.018
C5 12.67718 6.85184 12.87222  0.020
C6 11.18227 6.02630 14.67825  0.000
C7 11.09140 9.65429 14.13209  0.009
C8 11.76209 9.31027 15.29970  0.007
C9 12.26350 10.29337 16.12726  0.001
C10 12.01380 11.62053 15.78949  0.000
C11 11.37097 11.98044 14.63304  -0.003
C12 10.85332 11.01208 13.79230  -0.034
N1 10.31855 11.31469 12.55327  -0.023
C13 9.34740 12.22551 12.38421  -0.022
C14 8.55667 12.70228 13.41033  0.002
C15 7.42264 13.48187 13.22089  -0.001
C16 7.00932 13.81188 11.91522  0.000
C17 7.77906 13.35406 10.85317  0.001
C18 8.94447 12.59277 11.04898  -0.008
P2 10.11102 12.13944 9.74735  0.047
C19 9.23892 12.04172 8.09000  -0.007
C20 8.09972 11.04447 8.08467  0.002
C21 10.34726 11.65292 7.04857  -0.001
C22 11.19942 13.74935 9.62065  -0.011
C23 10.46947 15.07998 9.39671  -0.001
C24 11.99328 13.85139 10.92452  0.012
H1 6.74071 9.08418 13.83522  0.000
H2 8.05232 10.21340 13.87291  0.000
H3 7.65598 9.55579 12.28874  0.001
H4 8.71296 8.10795 14.78634  0.000
H5 7.86236 6.95328 12.05765  0.000
H6 8.82131 6.01128 13.29330  0.000
H7 7.21160 6.58728 13.67869  0.000
H8 10.67982 6.09437 12.58458  0.001
H9 13.17504 7.72446 13.31788  -0.003
H10 13.30351 6.00597 13.23842  -0.001
H11 12.76935 7.01656 11.79705  -0.004
H12 11.96382 6.35950 15.34824  0.000
H13 10.27856 6.16178 15.23534  0.000
H14 11.33482 4.92780 14.58386  0.000
H15 11.82975 8.24054 15.52784  0.000
H16 12.72686 10.06273 17.06971  0.000
H17 12.36709 12.43316 16.45820  0.000
H18 11.30164 13.02162 14.31764  0.000
H19 8.88648 12.44991 14.38297  0.000
H20 6.80008 13.82995 14.02590  0.000
H21 6.11487 14.41817 11.71519  0.000
H22 7.54106 13.53928 9.81161  0.000
H23 8.85152 13.03010 7.90553  0.001
H24 8.41595 10.01775 8.17474  -0.002
H25 7.32040 11.28488 8.81182  0.000
H26 7.62783 11.19050 7.08825  0.000
H27 10.61737 10.59439 7.19435  0.000
H28 10.02250 11.77770 6.00520  0.000
H29 11.25221 12.30072 7.12984  0.001
H30 11.89801 13.48883 8.81778  0.002
H31 9.68902 15.22751 10.15942  0.000
H32 11.14806 15.89512 9.60678  0.000
H33 10.08163 15.23154 8.39622  0.000
H34 11.37338 14.13868 11.78602  0.001
H35 12.56582 12.98673 11.26152  -0.006
H36 12.76068 14.64944 10.80330  0.000
C25 20.36221 10.07356 9.77438  -0.001
C26 19.57087 10.81891 10.82585  0.001
C27 19.89312 12.30179 10.74124  0.000
C28 20.00611 10.19212 12.20724  0.000
C29 18.04647 10.62020 10.61212  0.000
C30 17.12530 10.77905 11.65994  -0.002
C31 15.78471 10.49802 11.40400  -0.004
Br1 14.41393 10.90546 12.73023  0.004
C32 15.24171 10.11365 10.15368  -0.006
O1 13.95080 9.94860 9.98875  0.021
C33 16.25084 9.84674 9.15637  0.000
C34 17.55529 10.17975 9.40119  0.000
C35 15.78341 9.40898 7.73307  0.003
C36 14.80574 8.19812 7.77430  -0.003
C37 16.96050 8.96356 6.90050  -0.001
C38 15.21723 10.68738 7.13140  0.001
H37 21.37934 10.17076 10.02980  0.000
H38 20.17313 10.44462 8.81040  0.000
H39 20.04953 9.00054 9.77528  0.000
H40 20.98071 12.45169 10.87760  0.000
H41 19.29325 12.82962 11.47598  0.000
H42 19.59897 12.61494 9.73836  0.000
H43 21.08712 10.18363 12.36696  0.000
H44 19.61856 9.17134 12.17755  0.000
H45 19.59449 10.72354 13.06000  0.000
H46 17.36256 11.11422 12.66023  0.000
H47 18.27478 10.00327 8.61702  0.001
H48 15.34879 7.35548 8.16996  0.000
H49 14.46694 7.91802 6.77673  0.000
H50 13.98403 8.42538 8.41404  0.003
H51 17.47130 8.11267 7.39409  0.000
H52 17.67523 9.75668 6.67870  0.000
H53 16.55742 8.75639 5.88263  0.000
H54 14.52662 11.11309 7.81014  0.000
H55 14.82062 10.50834 6.11236  0.000
H56 16.04469 11.42410 7.01406  0.000
Se1 10.77940 7.61746 8.51631  -0.003
C39 9.20089 8.03632 9.33601  0.004
N2 8.28040 8.39457 9.93756  0.001

HOMO (spin up / spin down)	-0.155 / -0.159	hartree
expectation value of S²	15.7601
2S+1	8
frontier orbital gap (spin up / spin down)	6.61 / 6.72	eV
total charge	-1



Record 6
Here is C34H55N4OP2PtS as an isolated structure at a distorted geometry from the Open Molecules 2025 dataset. Energies are from wB97M-V/def2-TZVPD.

Last column: Mulliken spin population.
Geometry (Å):
C1 -2.82781 0.46834 0.82622  -0.012
C2 -2.28220 0.56020 -1.47172  -0.037
C3 -4.13792 0.85554 0.54414  0.007
C4 -3.56693 0.97119 -1.79212  0.008
C5 -4.51665 1.09759 -0.77247  -0.007
H1 -4.83843 0.98353 1.37021  0.002
H2 -3.82165 1.19044 -2.83407  0.000
H3 -5.53725 1.40113 -1.00962  0.000
N1 -1.95683 0.28515 -0.19248  0.167
P1 -0.48286 0.78862 2.31296  0.081
P2 0.03534 -0.92262 -2.12976  0.049
C6 -2.28974 0.31232 2.23651  0.031
H4 -2.93066 0.85839 2.94854  0.001
H5 -2.31317 -0.75296 2.52202  0.002
C7 -1.12947 0.56489 -2.44086  -0.023
H6 -1.48204 0.64440 -3.47453  -0.005
C8 1.51093 -0.62594 -3.32823  0.083
C9 -0.95512 -2.46394 -2.65740  0.049
C10 -0.43329 2.69335 2.35247  0.033
C11 0.10387 0.08017 3.98359  0.030
C12 2.75201 -0.16790 -2.53177  0.022
H7 3.22052 -1.01580 -2.01197  0.001
H8 3.48376 0.24309 -3.24569  0.000
H9 2.51957 0.60117 -1.78327  -0.004
C13 1.90188 -1.94716 -4.02284  0.017
H10 2.26146 -2.68747 -3.29530  -0.001
H11 1.08573 -2.38638 -4.60772  0.000
H12 2.73103 -1.73640 -4.71668  0.000
C14 1.16848 0.44478 -4.39016  0.011
H13 1.81799 0.29618 -5.26787  0.000
H14 0.12953 0.38861 -4.73618  -0.001
H15 1.35733 1.45986 -4.01286  0.000
C15 -0.08464 -3.72461 -2.41519  0.025
H16 0.74749 -3.50927 -1.73484  -0.001
H17 -0.71446 -4.49409 -1.94771  0.001
H18 0.31776 -4.14759 -3.34658  0.002
C16 -2.20327 -2.58036 -1.75589  0.019
H19 -1.97661 -2.32863 -0.71503  0.009
H20 -3.02386 -1.94907 -2.10852  -0.003
H21 -2.54286 -3.62617 -1.78437  0.001
C17 -1.43112 -2.38374 -4.12881  0.010
H22 -1.14738 -1.44287 -4.60822  0.002
H23 -1.04711 -3.21889 -4.73777  0.002
H24 -2.52975 -2.45432 -4.14651  -0.003
C18 1.60533 0.39110 4.16291  0.012
H25 2.07764 -0.44143 4.70731  0.001
H26 2.11240 0.49387 3.19267  -0.003
H27 1.77570 1.30658 4.74782  0.000
C19 -0.07701 -1.44681 3.97228  0.008
H28 -1.06037 -1.77027 3.63788  -0.001
H29 0.66805 -1.91935 3.31577  0.015
H30 0.10814 -1.83788 4.97842  0.000
C20 -0.72854 0.61884 5.16667  0.007
H31 -0.94541 -0.21468 5.85412  0.002
H32 -0.19596 1.38697 5.74868  -0.001
H33 -1.68903 1.02966 4.84176  -0.002
C21 -1.00897 3.21291 1.01438  -0.004
H34 -1.77704 3.98491 1.16894  -0.001
H35 -0.19703 3.64505 0.42339  -0.001
H36 -1.44500 2.40396 0.42643  0.012
C22 1.05161 3.10696 2.42260  0.020
H37 1.64730 2.48309 1.73745  -0.008
H38 1.14214 4.15615 2.09945  0.000
H39 1.46451 3.03185 3.43615  0.000
C23 -1.23816 3.33377 3.49969  0.008
H40 -2.30071 3.05391 3.46532  0.001
H41 -0.83601 3.09196 4.48939  0.002
H42 -1.18437 4.43036 3.38341  -0.002
Pt1 0.10228 -0.17321 0.14344  0.814
C24 -0.37227 -2.09372 0.87852  0.326
O1 -0.55934 -3.17922 1.23298  0.011
N2 0.43319 1.58873 -0.85721  0.138
C25 -0.22989 1.74660 -1.94665  -0.053
C26 -0.22486 3.04566 -2.71788  0.025
C27 0.91568 3.85634 -2.61680  0.001
C28 -1.30567 3.46645 -3.51310  -0.003
C29 0.98156 5.07158 -3.31122  0.002
H43 1.74105 3.51152 -1.98649  -0.002
C30 -1.23867 4.68217 -4.20010  0.003
H44 -2.20445 2.85254 -3.59373  0.000
C31 -0.09633 5.48910 -4.10495  -0.003
H45 1.87680 5.69100 -3.23118  0.000
H46 -2.08586 5.00144 -4.81333  0.000
H47 -0.04796 6.43762 -4.64615  0.000
C32 1.85475 -5.10774 3.11662  0.005
N3 1.72736 -4.15182 2.01716  0.029
C33 2.04394 -2.87927 2.16727  0.043
S1 1.36555 -1.56615 1.27025  0.035
N4 3.12472 -2.34936 2.79199  -0.010
C34 4.29175 -3.14458 3.14579  0.003
H48 2.19790 -4.59206 4.02122  0.000
H49 2.56117 -5.90589 2.84162  0.001
H50 0.87931 -5.56334 3.34197  -0.001
H51 1.28333 -4.55021 1.16639  -0.002
H52 3.28060 -1.32260 2.87895  0.001
H53 5.16823 -2.75823 2.61586  -0.001
H54 4.46071 -3.07180 4.22819  -0.001
H55 4.16463 -4.18573 2.84607  0.000

HOMO (spin up / spin down)	-0.269 / -0.335	hartree
expectation value of S²	2.0173
2S+1	3
frontier orbital gap (spin up / spin down)	5.12 / 6.26	eV
total charge	+1